(1)
ORCA calculation (ωB97M-V/def2-TZVPD) on a 6-piece molecular cluster, C47H52ClN5O5 overall.

Its SMILES is COCCCCCCC1=C(O)C(=O)c2c(CCCCl)cc(CC=O)cc2C1=O.c1ccncc1.c1ccncc1.c1ccncc1.c1ccncc1.c1ccncc1. The energy comes out at -2931.96764 hartree. The value obtained for the HOMO energy is -8.9 eV. As for the gap between HOMO and LUMO: 7.97 eV.

```
110
Properties=species:S:1:pos:R:3:lowdin_charge:R:1
C -2.9877 -4.0400 -6.2038 -0.121
O -1.6543 -3.6340 -6.6323 -0.287
C -1.0703 -2.7147 -5.6799 -0.232
C -1.2501 -1.1810 -6.2138 -0.164
C -0.0494 -0.2162 -5.7140 -0.207
C 0.7671 0.4822 -6.9114 -0.192
C 2.3336 0.7404 -6.5177 -0.190
C 2.6636 2.2845 -6.2330 -0.125
C 2.3586 2.7003 -4.6959 -0.022
C 3.0095 2.0481 -3.5970 -0.134
O 3.9808 1.0095 -3.7848 -0.009
C 2.6728 2.4284 -2.0601 -0.202
O 3.5710 2.4257 -1.1862 0.057
C 1.1398 2.8353 -1.7980 0.007
C 0.3464 2.5142 -0.5107 -0.074
C 1.0523 1.7287 0.6845 -0.149
C 0.3521 1.9200 2.1246 -0.231
C -0.2670 0.5013 2.5766 -0.577
Cl -2.0069 0.2779 2.0355 0.471
C -1.1573 2.9507 -0.4558 0.029
C -1.8876 3.6827 -1.6303 -0.141
C -3.4325 4.0953 -1.6104 -0.139
C -4.3067 3.4216 -2.7659 -0.185
O -4.4477 4.0203 -3.8769 -0.027
C -1.0399 4.0036 -2.9162 0.051
C 0.4408 3.5829 -2.9943 -0.027
C 1.3040 3.8681 -4.3298 -0.232
O 1.1902 4.9269 -5.0040 0.049
H -3.6315 -3.1205 -5.9343 0.101
H -2.9523 -4.7673 -5.3252 0.077
H -3.4476 -4.5904 -7.1052 0.103
H -1.5960 -2.8306 -4.6624 0.127
H 0.0626 -2.8813 -5.5279 0.122
H -1.4141 -1.1580 -7.3448 0.114
H -2.2141 -0.8073 -5.6909 0.106
H 0.6137 -0.8697 -5.0315 0.104
H -0.4987 0.6081 -5.0554 0.105
H 0.7548 -0.2386 -7.8176 0.109
H 0.2709 1.4689 -7.2576 0.115
H 2.5540 0.0372 -5.6444 0.098
H 2.9345 0.3671 -7.4193 0.108
H 3.7451 2.5759 -6.4802 0.121
H 1.9559 2.9090 -6.8950 0.113
H 4.8851 1.4114 -3.7925 0.131
H 2.1627 1.9565 0.8093 0.111
H 0.9835 0.6046 0.4128 0.126
H 1.1981 2.1534 2.8794 0.096
H -0.3923 2.7831 2.1798 0.090
H -0.2056 0.4852 3.7284 0.064
H 0.3663 -0.3915 2.2268 0.082
H -1.7324 2.7030 0.5028 0.066
H -3.5144 5.2355 -1.7659 0.133
H -3.8584 3.8230 -0.5747 0.115
H -4.8830 2.4285 -2.6717 0.134
H -1.5691 4.5286 -3.7866 0.118
C 1.4364 -7.4262 -4.8138 -0.084
C 0.8785 -6.7841 -5.9099 -0.064
C -0.2333 -5.9817 -5.7049 -0.140
N -0.8057 -5.7921 -4.5041 0.068
C -0.2467 -6.4266 -3.4608 -0.146
C 0.8658 -7.2459 -3.5617 -0.080
H 2.3075 -8.0613 -4.9338 0.104
H 1.2974 -6.9032 -6.9014 0.102
H -0.7026 -5.4571 -6.5281 0.091
H -0.7306 -6.2574 -2.5039 0.101
H 1.2756 -7.7313 -2.6846 0.099
C 4.4431 1.7451 6.6389 -0.082
C 3.3952 2.6245 6.4082 -0.069
C 3.0986 2.9612 5.0971 -0.152
N 3.7693 2.4885 4.0339 0.059
C 4.7800 1.6408 4.2852 -0.164
C 5.1523 1.2398 5.5585 -0.096
H 4.7048 1.4561 7.6511 0.106
H 2.8213 3.0387 7.2277 0.103
H 2.2860 3.6426 4.8655 0.102
H 5.3060 1.2761 3.4084 0.105
H 5.9755 0.5508 5.7021 0.103
C 2.2362 -3.5088 6.3852 -0.075
C 3.1544 -2.5916 5.8933 -0.073
C 2.6728 -1.4670 5.2432 -0.145
N 1.3679 -1.2125 5.0573 0.057
C 0.5007 -2.1167 5.5413 -0.142
C 0.8804 -3.2700 6.2085 -0.072
H 2.5737 -4.4012 6.9012 0.106
H 4.2197 -2.7466 6.0124 0.100
H 3.3493 -0.7189 4.8438 0.082
H -0.5475 -1.8873 5.3749 0.103
H 0.1359 -3.9638 6.5798 0.062
C -4.6630 -4.6174 6.1378 -0.078
C -3.5849 -5.0303 5.3688 -0.070
C -2.3162 -4.9416 5.9181 -0.154
N -2.0664 -4.4751 7.1529 0.046
C -3.1278 -4.0807 7.8747 -0.143
C -4.4345 -4.1328 7.4175 -0.073
H -5.6719 -4.6724 5.7435 0.106
H -3.7265 -5.4126 4.3657 0.103
H -1.4416 -5.2551 5.3568 0.102
H -2.8981 -3.7063 8.8671 0.104
H -5.2527 -3.8025 8.0453 0.102
C -3.3421 6.1517 2.5984 -0.078
C -2.2643 5.7517 1.8218 -0.074
C -0.9939 5.8391 2.3682 -0.154
N -0.7429 6.2927 3.6069 0.056
C -1.8032 6.6750 4.3365 -0.155
C -3.1116 6.6230 3.8829 -0.077
H -4.3521 6.0971 2.2066 0.105
H -2.4073 5.3797 0.8147 0.075
H -0.1196 5.5352 1.8009 0.104
H -1.5716 7.0393 5.3323 0.101
H -3.9290 6.9432 4.5169 0.101
```


(2)
ORCA calculation (ωB97M-V/def2-TZVPD) on a 7-piece molecular cluster, C47H53BF9N3O8P2S2 overall.

Its SMILES is CNC[C@]1(P(O)(O)=S)NC(=O)[C@H](CB(O)O)[C@@]1(P(N)O)S(=O)(=O)C(F)(F)C(F)(F)C(F)(F)C(F)(F)F.c1ccccc1.c1ccccc1.c1ccccc1.c1ccccc1.c1ccccc1.c1ccccc1. The energy comes out at -4991.74334 hartree. The value obtained for the HOMO energy is -8.9 eV. As for the gap between HOMO and LUMO: 8.50 eV.

```
125
Properties=species:S:1:pos:R:3:lowdin_charge:R:1
C 3.6411 3.0448 -0.0247 -0.117
N 2.7904 1.8984 -0.3715 -0.100
C 2.0469 2.0431 -1.6258 -0.172
C 0.5350 1.5117 -1.5564 -0.435
P 0.5821 0.0156 -0.4318 0.316
O 1.9020 -0.8786 -0.8292 -0.203
O 0.7921 0.3493 1.1107 -0.210
S -0.9455 -1.1656 -0.6021 0.434
N 0.3375 0.9437 -2.8905 0.068
C -0.0482 1.8946 -3.8174 -0.468
O -0.0086 1.8225 -4.9763 0.173
C -0.6296 3.0433 -2.9367 -0.182
C -0.4123 4.5315 -3.3319 -0.020
B 0.9926 4.9262 -3.9690 -0.619
O 1.5677 6.1410 -3.5478 0.107
O 1.6782 4.2186 -4.9388 0.160
C -0.5678 2.6136 -1.4346 -0.412
P -0.1506 4.0130 -0.1459 0.972
N 1.2318 4.8961 -0.7504 -0.151
O 0.3916 3.2655 1.2310 -0.270
S -2.2268 2.1310 -0.7854 0.690
O -2.9555 3.3577 -0.6944 -0.304
O -2.0296 1.5996 0.5312 -0.313
C -3.2238 1.0821 -1.9557 -0.481
F -2.4882 0.4155 -2.8135 0.122
F -3.9250 1.9336 -2.7185 0.126
C -4.2745 0.0889 -1.3294 -0.404
F -4.3642 -0.9389 -2.1767 0.170
F -3.9372 -0.4305 -0.1670 0.141
C -5.7354 0.6470 -1.2019 -0.376
F -6.3980 -0.2795 -0.5047 0.171
F -6.3588 0.7088 -2.3542 0.201
C -5.8796 1.9650 -0.3829 -0.601
F -5.0550 1.9955 0.6261 0.187
F -5.8406 3.0503 -1.0920 0.207
F -7.0935 1.9349 0.1671 0.178
H 4.6198 2.7141 0.3378 0.087
H 3.8417 3.7249 -0.8627 0.078
H 3.2127 3.6223 0.8067 0.051
H 3.4218 1.1121 -0.4490 0.097
H 2.1093 3.0435 -2.0641 0.098
H 2.5295 1.3778 -2.3581 0.122
H 2.2668 -0.6015 -1.6828 0.057
H -0.0630 0.4784 1.5549 0.072
H 0.9184 0.1752 -3.1956 0.142
H -1.7017 2.9177 -3.1727 0.129
H -0.6198 5.2368 -2.5254 0.084
H -1.1681 4.7586 -4.0993 0.135
H 2.1061 5.9958 -2.7577 0.075
H 2.4735 3.8479 -4.5293 0.111
H 1.8966 5.1218 -0.0123 0.041
H 0.8517 5.8049 -1.0124 0.039
H 1.2013 3.7015 1.5333 0.044
C -3.5858 8.1041 -0.3907 -0.100
C -4.7105 8.9082 -0.5222 -0.103
C -5.9588 8.3307 -0.7101 -0.100
C -6.0822 6.9487 -0.7706 -0.089
C -4.9565 6.1454 -0.6478 -0.084
C -3.7085 6.7224 -0.4564 -0.089
H -2.6128 8.5552 -0.2376 0.096
H -4.6139 9.9861 -0.4774 0.098
H -6.8362 8.9578 -0.8094 0.099
H -7.0564 6.4976 -0.9146 0.101
H -5.0479 5.0720 -0.6997 0.071
H -2.8318 6.0923 -0.3582 0.073
C 0.8107 -4.9640 2.1856 -0.085
C 1.0060 -5.4171 3.4834 -0.092
C 1.2430 -4.5080 4.5064 -0.096
C 1.2899 -3.1479 4.2285 -0.100
C 1.1016 -2.6977 2.9277 -0.111
C 0.8602 -3.6055 1.9073 -0.095
H 0.6199 -5.6699 1.3860 0.089
H 0.9740 -6.4784 3.6976 0.100
H 1.3934 -4.8593 5.5197 0.099
H 1.4754 -2.4386 5.0259 0.103
H 1.1441 -1.6378 2.7090 0.082
H 0.7117 -3.2533 0.8935 0.068
C -0.6421 -8.5708 -2.3289 -0.098
C 0.1234 -9.5689 -1.7418 -0.100
C 1.2513 -9.2358 -1.0041 -0.098
C 1.6159 -7.9043 -0.8566 -0.098
C 0.8551 -6.9063 -1.4507 -0.105
C -0.2746 -7.2397 -2.1856 -0.094
H -1.5255 -8.8303 -2.8991 0.099
H -0.1596 -10.6077 -1.8589 0.099
H 1.8468 -10.0144 -0.5436 0.099
H 2.4947 -7.6435 -0.2792 0.101
H 1.1448 -5.8680 -1.3397 0.094
H -0.8694 -6.4612 -2.6473 0.101
C -4.0972 1.6217 5.9588 -0.100
C -3.9622 1.4185 4.5920 -0.089
C -4.9571 1.8475 3.7239 -0.083
C -6.0894 2.4764 4.2234 -0.088
C -6.2287 2.6722 5.5909 -0.099
C -5.2322 2.2463 6.4585 -0.102
H -3.3182 1.2924 6.6353 0.098
H -3.0801 0.9254 4.2020 0.099
H -4.8507 1.6918 2.6614 0.077
H -6.8646 2.8134 3.5458 0.100
H -7.1147 3.1579 5.9809 0.099
H -5.3399 2.4008 7.5251 0.098
C 7.0503 -1.6791 3.0280 -0.102
C 5.8838 -0.9302 2.9438 -0.102
C 4.6595 -1.5658 2.7810 -0.089
C 4.6017 -2.9504 2.6988 -0.083
C 5.7690 -3.6987 2.7742 -0.097
C 6.9932 -3.0637 2.9403 -0.099
H 8.0042 -1.1838 3.1614 0.098
H 5.9290 0.1506 3.0061 0.095
H 3.7483 -0.9822 2.7181 0.094
H 3.6469 -3.4451 2.5740 0.084
H 5.7243 -4.7788 2.7042 0.103
H 7.9032 -3.6478 3.0015 0.099
C 4.4929 -5.6056 -3.7686 -0.096
C 5.6379 -6.0965 -3.1556 -0.096
C 6.0506 -5.5778 -1.9350 -0.095
C 5.3206 -4.5645 -1.3278 -0.091
C 4.1808 -4.0675 -1.9452 -0.097
C 3.7663 -4.5887 -3.1649 -0.102
H 4.1672 -6.0153 -4.7164 0.101
H 6.2089 -6.8855 -3.6291 0.100
H 6.9419 -5.9640 -1.4561 0.100
H 5.6400 -4.1614 -0.3739 0.092
H 3.6130 -3.2733 -1.4737 0.088
H 2.8747 -4.2020 -3.6437 0.099
```